Record 1
A 21-piece molecular cluster, C38H33Cl80N2O3 overall, computed with ωB97M-V/def2-TZVPD.

Computed properties:
LUMO energy (spin up / spin down) = -0.16 / -0.22 eV
Strongest force on any atom = 5.309 eV Å⁻¹
Gap between HOMO and LUMO (spin up / spin down) = 0.317 / 0.329 hartree
Multiplicity = 2
DFT total energy = -1050844.023 eV
Highest occupied orbital energy (spin up / spin down) = -8.791 / -9.161 eV

Atoms and positions in Å:
1 C 1.55 2.58 0.74
2 C 0.92 3.38 -0.51
3 N -0.33 4.11 -0.16
4 C -1.18 4.41 -1.36
5 C -2.62 3.73 -1.29
6 C -3.62 4.44 -0.25
7 C -3.51 6.04 -0.24
8 C -3.78 6.57 -1.84
9 C -4.69 7.96 -1.93
10 O -3.12 7.85 -2.20
11 C -3.29 3.95 1.25
12 C -4.50 3.18 1.97
13 C -3.82 2.45 3.25
14 C -5.62 4.14 2.57
15 N -4.99 2.14 1.03
16 O -5.67 1.19 1.61
17 C -5.69 2.70 -0.16
18 C -5.46 1.62 -1.35
19 C -7.27 2.84 -0.02
20 C -5.11 4.08 -0.71
21 C 0.07 5.34 0.54
22 C -0.06 5.31 2.14
23 O 0.54 6.35 0.00
24 H 0.87 1.70 0.97
25 H 2.58 2.25 0.41
26 H 1.62 3.21 1.68
27 H 1.69 4.17 -0.84
28 H 0.78 2.60 -1.33
29 H -0.65 3.94 -2.26
30 H -1.22 5.53 -1.60
31 H -2.48 2.65 -0.95
32 H -3.04 3.72 -2.35
33 H -4.33 6.50 0.38
34 H -2.46 6.41 -0.01
35 H -3.96 5.74 -2.66
36 H -4.66 8.56 -0.97
37 H -4.83 8.43 -2.95
38 H -2.38 3.25 1.17
39 H -2.95 4.84 1.86
40 H -3.56 3.31 3.96
41 H -4.55 1.79 3.81
42 H -2.85 1.93 3.00
43 H -5.15 4.73 3.43
44 H -6.52 3.55 2.92
45 H -6.00 4.85 1.77
46 H -5.75 2.12 -2.34
47 H -4.38 1.28 -1.41
48 H -6.18 0.76 -1.20
49 H -7.55 3.75 0.61
50 H -7.78 1.92 0.41
51 H -7.70 2.99 -1.07
52 H -5.11 4.09 -1.85
53 H -5.85 4.91 -0.41
54 H 0.90 5.70 2.60
55 H -0.20 4.25 2.51
56 H -0.95 5.96 2.46
57 C -1.37 -0.14 -3.06
58 Cl 0.18 0.39 -3.72
59 Cl -1.36 0.07 -1.29
60 Cl -2.68 0.84 -3.76
61 Cl -1.64 -1.85 -3.46
62 C 4.60 4.08 -2.70
63 Cl 5.17 3.53 -1.11
64 Cl 4.02 5.76 -2.58
65 Cl 5.93 3.99 -3.87
66 Cl 3.26 3.04 -3.23
67 C 7.13 5.53 2.05
68 Cl 6.85 3.80 2.32
69 Cl 6.29 6.46 3.30
70 Cl 8.87 5.86 2.12
71 Cl 6.50 5.99 0.46
72 C -3.79 -1.86 1.59
73 Cl -2.89 -0.46 2.23
74 Cl -3.93 -1.72 -0.18
75 Cl -2.91 -3.36 1.98
76 Cl -5.40 -1.90 2.32
77 C 7.29 0.39 -2.57
78 Cl 8.16 1.75 -1.84
79 Cl 7.23 0.61 -4.33
80 Cl 8.14 -1.13 -2.20
81 Cl 5.64 0.32 -1.93
82 C -8.98 2.45 5.23
83 Cl -10.03 3.48 4.24
84 Cl -9.94 1.14 5.94
85 Cl -7.70 1.76 4.21
86 Cl -8.24 3.42 6.52
87 C 6.64 -4.78 -2.69
88 Cl 5.29 -5.94 -2.75
89 Cl 7.60 -5.08 -1.22
90 Cl 7.68 -4.95 -4.12
91 Cl 5.98 -3.13 -2.63
92 C 6.54 -7.86 -6.93
93 Cl 5.63 -9.18 -7.70
94 Cl 8.05 -8.50 -6.25
95 Cl 6.91 -6.62 -8.15
96 Cl 5.56 -7.14 -5.63
97 C -6.44 -4.85 4.79
98 Cl -5.66 -5.13 6.36
99 Cl -7.44 -3.39 4.88
100 Cl -5.19 -4.64 3.54
101 Cl -7.46 -6.24 4.38
102 C 0.79 1.81 -7.69
103 Cl 1.04 2.82 -9.13
104 Cl -0.88 2.00 -7.12
105 Cl 1.10 0.11 -8.10
106 Cl 1.92 2.32 -6.41
107 C 8.37 -2.56 -7.20
108 Cl 9.26 -1.20 -6.49
109 Cl 8.34 -2.38 -8.97
110 Cl 9.18 -4.07 -6.78
111 Cl 6.71 -2.58 -6.58
112 C 4.14 -10.06 -3.44
113 Cl 3.14 -8.62 -3.72
114 Cl 5.83 -9.58 -3.21
115 Cl 3.57 -10.91 -1.99
116 Cl 4.01 -11.14 -4.85
117 C -0.12 -4.27 5.21
118 Cl -1.88 -4.44 5.31
119 Cl 0.48 -5.15 3.79
120 Cl 0.30 -2.55 5.06
121 Cl 0.62 -4.93 6.68
122 C 1.89 3.84 5.67
123 Cl 0.70 5.05 6.18
124 Cl 2.67 3.13 7.10
125 Cl 1.07 2.55 4.75
126 Cl 3.11 4.61 4.64
127 C -4.05 -8.66 3.95
128 Cl -3.14 -7.28 4.59
129 Cl -4.20 -8.51 2.19
130 Cl -3.18 -10.16 4.35
131 Cl -5.66 -8.70 4.69
132 C 2.74 -9.28 2.05
133 Cl 1.66 -7.98 2.58
134 Cl 3.61 -9.94 3.45
135 Cl 1.79 -10.57 1.28
136 Cl 3.92 -8.64 0.88
137 C -2.80 -13.22 7.56
138 Cl -2.02 -13.51 9.14
139 Cl -3.79 -11.76 7.65
140 Cl -1.55 -13.01 6.32
141 Cl -3.82 -14.61 7.15
142 C -3.02 3.71 7.03
143 Cl -3.97 4.78 5.97
144 Cl -4.04 2.36 7.57
145 Cl -1.62 3.08 6.13
146 Cl -2.45 4.62 8.44
147 C 3.47 7.74 -6.14
148 Cl 2.12 8.09 -5.06
149 Cl 4.39 9.23 -6.46
150 Cl 4.54 6.53 -5.39
151 Cl 2.85 7.09 -7.68
152 C 12.09 -7.58 -5.27
153 Cl 11.11 -6.14 -5.57
154 Cl 13.76 -7.10 -4.93
155 Cl 11.43 -8.46 -3.87
156 Cl 12.05 -8.63 -6.70

=====

Record 2
A 2-piece molecular cluster, C3H2NOS2 overall, computed with ωB97M-V/def2-TZVPD.

Computed properties:
LUMO energy (spin up / spin down) = 1.35 / 1.48 eV
Charge = -1
Strongest force on any atom = 3.853 eV Å⁻¹
Gap between HOMO and LUMO (spin up / spin down) = 0.164 / 0.173 hartree
Energy above the lowest of the compared OMol25 structures with the same formula, charge and spin = 108.0 kcal/mol
Multiplicity = 1
DFT total energy = -28349.162 eV
Highest occupied orbital energy (spin up / spin down) = -3.109 / -3.232 eV

Atoms and positions in Å:
1 C -1.34 -0.53 0.37
2 C -0.37 -1.32 0.18
3 C 1.58 0.92 -0.76
4 N -1.98 0.35 0.89
5 O 1.72 1.29 -1.88
6 S 0.37 -2.75 0.11
7 S 1.86 1.72 0.68
8 H 1.11 -0.04 -0.47
9 H -2.95 0.36 0.88

=====

Record 3
One molecule with the formula C25H30N4O4S, computed with ωB97M-V/def2-TZVPD.

Computed properties:
LUMO energy = 0.56 eV
Strongest force on any atom = 1.305 eV Å⁻¹
Gap between HOMO and LUMO = 0.325 hartree
Energy above the lowest of the compared OMol25 structures with the same formula, charge and spin = 0.0 kcal/mol
SMILES = Cc1cc(C)c(C)c(S(=O)(=O)N2CCN(C(=O)CCc3nc4ccccc4c(=O)[nH]3)CC2)c1C
Multiplicity = 1
DFT total energy = -51399.255 eV
Highest occupied orbital energy = -8.273 eV

Atoms and positions in Å:
1 C 0.10 -4.46 -1.10
2 C -0.73 -3.76 -0.07
3 C -1.95 -4.29 0.34
4 C -2.70 -3.71 1.34
5 C -2.29 -2.50 1.90
6 C -1.13 -1.91 1.39
7 C -0.29 -2.56 0.49
8 C 1.08 -2.05 0.17
9 H 1.78 -2.88 0.15
10 H 1.10 -1.58 -0.81
11 H 1.41 -1.33 0.91
12 S -0.79 -0.20 1.86
13 O 0.01 0.46 0.87
14 O -0.33 -0.11 3.22
15 N -2.35 0.48 1.83
16 C -2.47 1.63 2.70
17 H -3.53 1.89 2.78
18 H -2.11 1.33 3.68
19 C -1.62 2.79 2.17
20 N -1.68 2.82 0.72
21 C -0.65 3.06 -0.11
22 O -0.78 2.99 -1.32
23 C 0.67 3.47 0.52
24 H 1.06 2.63 1.09
25 H 0.50 4.31 1.20
26 C 1.68 3.91 -0.55
27 C 2.38 2.81 -1.29
28 N 3.53 3.10 -1.80
29 C 4.17 2.15 -2.56
30 C 5.42 2.45 -3.11
31 C 6.06 1.53 -3.90
32 C 5.49 0.29 -4.16
33 C 4.26 -0.03 -3.63
34 C 3.59 0.90 -2.82
35 C 2.29 0.59 -2.24
36 O 1.68 -0.45 -2.39
37 N 1.78 1.60 -1.44
38 H 0.90 1.40 -0.98
39 H 3.79 -0.98 -3.81
40 H 6.01 -0.42 -4.78
41 H 7.03 1.77 -4.32
42 H 5.85 3.42 -2.90
43 H 2.45 4.54 -0.11
44 H 1.15 4.50 -1.30
45 C -2.87 2.21 0.16
46 H -2.86 2.37 -0.91
47 H -3.76 2.70 0.59
48 C -2.86 0.71 0.49
49 H -3.87 0.29 0.41
50 H -2.21 0.18 -0.20
51 H -0.59 2.63 2.49
52 H -1.98 3.75 2.58
53 C -3.03 -1.92 3.06
54 H -3.33 -2.71 3.74
55 H -3.93 -1.39 2.74
56 H -2.39 -1.22 3.60
57 C -3.96 -4.38 1.82
58 H -4.21 -5.22 1.17
59 H -3.83 -4.77 2.83
60 H -4.79 -3.69 1.83
61 H -2.29 -5.21 -0.12
62 H 0.98 -4.90 -0.65
63 H -0.47 -5.26 -1.57
64 H 0.42 -3.76 -1.87

=====

Record 4
C21H23FeN7O3 as an isolated structure, computed with ωB97M-V/def2-TZVPD.

Computed properties:
LUMO energy (spin up / spin down) = -0.50 / -0.50 eV
Strongest force on any atom = 1.273 eV Å⁻¹
Gap between HOMO and LUMO (spin up / spin down) = 0.217 / 0.214 hartree
Multiplicity = 1
DFT total energy = -73109.456 eV
Highest occupied orbital energy (spin up / spin down) = -6.406 / -6.322 eV

Atoms and positions in Å:
1 Fe 0.16 -0.27 0.40
2 C 1.51 3.86 0.83
3 C 1.43 2.46 0.29
4 O 0.59 1.70 0.84
5 C 2.35 2.04 -0.69
6 C 2.13 0.77 -1.23
7 C 3.28 -0.17 -1.51
8 N 0.91 0.30 -1.44
9 N -0.05 1.25 -1.89
10 C -1.21 1.08 -1.36
11 O -1.46 0.29 -0.34
12 C -2.37 1.85 -1.91
13 C -2.33 2.41 -3.18
14 C -3.41 3.12 -3.67
15 C -4.56 3.28 -2.89
16 C -4.60 2.72 -1.62
17 C -3.51 2.00 -1.14
18 H 1.75 3.84 1.89
19 H 2.24 4.47 0.29
20 H 0.52 4.32 0.73
21 H 3.27 2.58 -0.82
22 H 4.15 0.40 -1.83
23 H 3.57 -0.72 -0.60
24 H 3.01 -0.89 -2.28
25 H -1.43 2.29 -3.77
26 H -3.37 3.56 -4.66
27 H -5.41 3.83 -3.28
28 H -5.48 2.84 -1.01
29 H -3.53 1.56 -0.15
30 N 0.28 -3.80 -2.23
31 C -0.41 -2.71 -1.89
32 N 0.11 -2.19 -0.81
33 C 1.15 -3.01 -0.54
34 N 1.30 -4.01 -1.37
35 C 2.03 -2.67 0.59
36 C 3.16 -3.40 0.95
37 N 3.90 -3.05 2.00
38 C 3.51 -1.97 2.67
39 C 2.39 -1.24 2.31
40 N 1.65 -1.60 1.27
41 H 0.16 -4.41 -3.02
42 H -1.26 -2.32 -2.44
43 H 3.45 -4.28 0.39
44 H 4.12 -1.67 3.52
45 H 2.06 -0.36 2.86
46 C -2.17 -1.83 2.10
47 C -1.23 -1.00 2.91
48 C -1.19 -1.18 4.40
49 O -0.48 -0.20 2.37
50 H -3.14 -1.92 2.58
51 H -1.75 -2.84 2.01
52 H -2.27 -1.41 1.10
53 H -2.20 -1.12 4.82
54 H -0.56 -0.42 4.85
55 H -0.80 -2.17 4.62

=====

Record 5
C5H11N as an isolated structure, computed with ωB97M-V/def2-TZVPD.

Computed properties:
LUMO energy = -0.80 eV
Strongest force on any atom = 3.123 eV Å⁻¹
Gap between HOMO and LUMO = 0.204 hartree
Energy above the lowest of the compared OMol25 structures with the same formula, charge and spin = 175.2 kcal/mol
Multiplicity = 1
DFT total energy = -6845.929 eV
Highest occupied orbital energy = -6.350 eV

Atoms and positions in Å:
1 C -0.14 -1.13 1.85
2 C -0.51 0.35 1.45
3 C 0.09 0.86 0.17
4 C -0.74 0.72 -1.06
5 C 1.20 -0.48 -1.83
6 N 0.07 0.22 -2.26
7 H -0.09 -1.48 0.79
8 H -0.91 -1.83 2.18
9 H 0.84 -1.33 2.29
10 H -0.33 0.96 2.36
11 H -1.64 0.37 1.47
12 H 0.58 1.79 0.42
13 H -1.03 1.68 -1.51
14 H -1.64 0.13 -0.93
15 H 1.07 0.82 -1.88
16 H 1.81 -0.79 -2.67
17 H 1.38 -0.85 -0.83

=====

Record 6
A 3-piece molecular cluster, CH2F3N3 overall, computed with ωB97M-V/def2-TZVPD.

Computed properties:
LUMO energy = 0.88 eV
Strongest force on any atom = 3.533 eV Å⁻¹
Gap between HOMO and LUMO = 0.450 hartree
Energy above the lowest of the compared OMol25 structures with the same formula, charge and spin = 8.8 kcal/mol
SMILES = N=C(F)F.N#N.F
Multiplicity = 1
DFT total energy = -13692.260 eV
Highest occupied orbital energy = -11.370 eV

Atoms and positions in Å:
1 C 0.09 -0.42 -1.15
2 N 0.95 0.37 -0.70
3 N -3.20 -1.63 0.26
4 N -4.14 -1.06 0.31
5 F 3.11 1.37 1.87
6 F -1.30 -0.59 -0.88
7 F 0.49 -1.34 -1.97
8 H 0.78 1.22 -0.21
9 H 3.23 2.06 2.48

=====

Record 7
A 2-piece molecular cluster, C3H5BrN2O4 overall, computed with ωB97M-V/def2-TZVPD.

Computed properties:
LUMO energy (spin up / spin down) = -2.13 / -1.47 eV
Strongest force on any atom = 4.177 eV Å⁻¹
Gap between HOMO and LUMO (spin up / spin down) = 0.301 / 0.287 hartree
Energy above the lowest of the compared OMol25 structures with the same formula, charge and spin = 41.8 kcal/mol
Multiplicity = 1
DFT total energy = -84395.879 eV
Highest occupied orbital energy (spin up / spin down) = -10.312 / -9.282 eV

Atoms and positions in Å:
1 C 1.62 -0.91 0.62
2 C 0.77 -0.36 -0.48
3 C -0.65 -0.58 -0.26
4 N -1.06 2.06 0.71
5 N -1.50 -0.01 -1.19
6 O 0.06 2.37 0.57
7 O -2.02 2.33 1.37
8 O -2.69 -0.35 -1.16
9 O -0.96 0.65 -2.08
10 Br -1.32 -1.81 0.90
11 H 2.39 -0.28 0.82
12 H 2.04 -1.98 0.52
13 H 1.08 -1.09 1.45
14 H 1.15 -0.81 -1.38
15 H 1.06 0.76 -0.41

=====

Record 8
C6H10O as an isolated structure, computed with ωB97M-V/def2-TZVPD.

Computed properties:
LUMO energy (spin up / spin down) = 0.49 / 0.49 eV
Strongest force on any atom = 0.467 eV Å⁻¹
Gap between HOMO and LUMO (spin up / spin down) = 0.285 / 0.285 hartree
Energy above the lowest of the compared OMol25 structures with the same formula, charge and spin = 135.9 kcal/mol
Multiplicity = 1
DFT total energy = -8425.347 eV
Highest occupied orbital energy (spin up / spin down) = -7.276 / -7.275 eV

Atoms and positions in Å:
1 C -0.43 -1.36 -1.34
2 C 0.35 0.33 -1.10
3 C -1.03 -0.50 0.38
4 C -0.70 0.97 0.64
5 C 0.72 1.07 1.19
6 C 1.44 0.40 -0.01
7 O -0.57 1.33 -0.74
8 H 0.52 -1.75 -1.73
9 H -1.10 -1.11 -2.16
10 H -0.87 -2.21 -0.79
11 H -0.77 -1.24 1.16
12 H -2.06 -0.62 0.03
13 H -1.46 1.57 1.17
14 H 0.85 0.54 2.14
15 H 1.01 2.12 1.33
16 H 2.24 1.03 -0.41
17 H 1.87 -0.58 0.22

=====

Q: Number 2 is which compound?
A: C3H2NOS2

=====

Q: Among the records above, which one has the highest DFT total energy?
A: C5H11N

=====

Q: Among the records above, which one has the highest multiplicity?
A: C38H33Cl80N2O3